Here is a structure of composition C22H35AsInN8O3S2 at a distorted geometry from OMol25. Energies are from ωB97M-V/def2-TZVPD.

Computed properties:
Energy above the lowest of the compared OMol25 structures with the same formula, charge and spin: 0.241 eV
Frontier orbital gap: 8.199 eV
Total charge: +1
Electronic energy: -4745.29707 Eh
Maximum force: 0.0220 Eh/bohr

```
72
Properties=species:S:1:pos:R:3:lowdin_charge:R:1
In 0.063 0.230 0.266 0.622
As -2.108 -2.307 2.027 1.049
S 2.021 1.077 1.701 0.687
S -0.814 -2.284 -1.973 0.641
O -2.038 -2.100 -1.201 -0.371
O -0.105 -3.505 -1.710 -0.289
O -1.247 -0.946 1.603 -0.530
N -0.965 2.014 1.676 -0.041
N 1.830 -1.648 -3.039 0.146
N 0.085 -0.965 -1.586 -0.139
N 0.120 2.288 -0.945 -0.127
N -2.149 0.736 -0.714 0.008
N 1.595 -1.405 1.112 -0.037
N -2.153 -1.394 -7.647 0.124
N 2.044 0.184 -1.556 0.069
C -0.859 -2.560 -5.992 -0.017
C 3.865 -0.413 -2.958 -0.038
C -2.003 -2.340 3.967 -0.191
C -3.972 -2.009 1.603 -0.182
C 3.273 -1.145 2.785 -0.079
C 3.391 -2.517 2.867 -0.056
C 3.281 0.385 -1.992 -0.101
C 3.070 -1.432 -3.458 -0.096
C -0.546 -2.800 -4.673 -0.059
C -2.364 -1.368 -3.997 -0.072
C -2.170 1.763 -1.757 -0.201
C -0.063 3.462 -0.090 -0.176
C -1.179 3.265 0.948 -0.216
C -2.690 -1.138 -5.317 -0.022
C -0.733 2.167 -2.126 -0.176
C 2.612 -3.336 2.050 -0.056
C -1.595 -4.113 1.584 -0.171
C -1.280 -2.173 -3.671 -0.294
C -1.910 -1.696 -6.342 -0.312
C 1.739 -2.731 1.170 -0.117
C 1.354 -0.837 -2.092 -0.471
C 2.336 -0.608 1.895 -0.747
H -2.651 -3.108 4.385 0.045
H -4.229 -1.000 1.920 0.041
H 0.247 -3.479 -4.408 0.112
H -0.289 -3.032 -6.783 0.115
H -2.148 3.225 0.456 0.096
H -2.485 -4.725 1.736 0.054
H -2.280 -1.363 4.359 0.041
H -0.243 2.121 2.382 0.041
H -0.759 3.093 -2.710 0.129
H -2.724 2.634 -1.412 0.107
H -4.588 -2.730 2.138 0.045
H -4.116 -2.115 0.530 0.034
H -0.812 -4.420 2.274 0.043
H 3.873 -0.486 3.395 0.108
H 4.098 -2.952 3.562 0.113
H 4.872 -0.251 -3.308 0.105
H -1.256 -4.207 0.564 0.017
H 1.088 2.228 -1.242 0.093
H -0.275 4.358 -0.682 0.130
H -2.655 1.417 -2.672 0.111
H -1.639 -1.847 -8.379 0.102
H 2.695 -4.412 2.101 0.107
H -1.805 1.685 2.136 0.088
H -2.292 -0.202 -1.076 0.026
H 0.871 3.614 0.455 0.113
H 3.420 -2.104 -4.235 0.119
H 1.135 -3.291 0.464 0.099
H 3.813 1.222 -1.551 0.121
H -3.549 -0.531 -5.574 0.113
H -2.971 -0.875 -7.905 0.101
H -2.868 0.882 -0.017 0.092
H -2.967 -0.954 -3.198 0.102
H -1.178 4.135 1.610 0.124
H -0.969 -2.547 4.243 0.043
H -0.305 1.369 -2.735 0.108
```

=====

Here is a structure of composition C29H31N2O7S4Si2W at a distorted geometry from OMol25. Energies are from ωB97M-V/def2-TZVPD.

Computed properties:
Energy above the lowest of the compared OMol25 structures with the same formula, charge and spin: 0.452 eV
Frontier orbital gap (alpha / beta): 6.067 / 5.917 eV
Total charge: +1
Electronic energy: -3998.40287 Eh
Maximum force: 0.0385 Eh/bohr

```
76
Properties=species:S:1:pos:R:3:lowdin_charge:R:1
W -0.928 -0.048 -0.118 0.987
S -2.942 0.616 4.398 1.004
S -3.727 -2.101 3.457 1.004
S -1.490 1.160 1.804 0.694
S -2.327 -1.687 0.812 0.688
Si 1.140 -1.127 0.902 0.527
Si 1.755 2.525 0.856 0.575
O 3.653 4.704 -3.294 0.098
O -1.269 1.783 -1.036 -0.111
O -1.936 7.196 -4.128 0.123
O 0.814 1.745 -0.475 -0.151
O -4.403 -1.080 5.796 -0.010
O -3.211 5.769 -3.129 0.110
O 2.824 6.422 -4.303 0.128
N -2.137 6.182 -3.504 -0.344
N 2.733 5.404 -3.661 -0.341
C 2.712 -1.250 -0.143 -0.172
C 1.385 5.041 -3.163 -0.081
C 0.804 -0.864 -2.870 -0.265
C 1.777 0.117 -3.466 -0.023
C -3.825 -0.891 4.774 -0.971
C 0.752 -2.838 1.557 -0.223
C 0.551 -4.587 -2.134 -0.023
C -1.122 4.309 -2.276 0.107
C -2.939 -0.964 -2.203 -0.074
C -1.100 -2.714 -1.963 -0.050
C 3.380 3.026 0.116 -0.129
C 2.939 1.315 4.492 -0.060
C 1.116 -2.190 -2.718 -0.012
C 0.299 5.798 -3.552 0.122
C 2.018 1.325 2.242 -0.273
C -0.180 2.368 -1.095 -0.498
C -1.473 -1.350 -2.076 -0.443
C -2.408 0.104 2.822 -1.086
C 2.662 -0.037 4.593 -0.053
C 1.738 -0.049 2.340 -0.303
C 0.174 -3.136 -2.252 -0.246
C -0.498 -0.425 -2.513 -0.147
C 1.268 3.938 -2.345 0.080
C 2.617 1.984 3.322 -0.101
C 0.745 3.984 1.415 -0.124
C 0.004 3.581 -1.890 -0.105
C -0.944 5.404 -3.089 -0.081
C 2.074 -0.704 3.527 -0.080
C -2.762 -1.118 2.397 -1.081
H 3.363 4.012 -0.350 0.039
H 1.574 -4.760 -2.464 0.084
H 0.208 -3.425 0.816 0.004
H 0.413 6.657 -4.198 0.146
H -3.178 0.010 -1.764 0.072
H 2.102 -2.536 -3.008 0.132
H 0.465 -4.929 -1.101 0.081
H 4.108 3.065 0.929 0.054
H 0.016 4.343 0.688 0.038
H -3.585 -1.706 -1.742 0.071
H -3.187 -0.897 -3.265 0.105
H 3.398 1.846 5.315 0.113
H 2.393 -0.358 -4.228 0.095
H 1.872 -1.763 3.631 0.094
H -1.856 -3.438 -1.678 0.131
H 0.127 -2.776 2.450 0.033
H 2.908 -0.575 5.499 0.114
H -0.840 0.510 -2.943 0.126
H 2.149 3.366 -2.096 0.107
H -2.114 4.037 -1.942 0.147
H 3.554 -1.061 0.526 0.047
H 1.255 0.957 -3.926 0.084
H 2.454 0.521 -2.708 0.066
H 2.826 -2.251 -0.561 0.033
H 2.771 -0.536 -0.963 0.000
H 0.203 3.735 2.328 0.039
H 3.755 2.300 -0.609 0.051
H 2.834 3.048 3.261 0.107
H 1.675 -3.367 1.806 0.049
H 1.414 4.819 1.632 0.058
H -0.111 -5.209 -2.736 0.093
```

=====

Here is a cluster of 2 separate species, C3H7NO2S in total at a distorted geometry from OMol25. Energies are from ωB97M-V/def2-TZVPD.

Computed properties:
Energy above the lowest of the compared OMol25 structures with the same formula, charge and spin: 4.865 eV
Frontier orbital gap: 8.879 eV
Electronic energy: -721.78384 Eh
Maximum force: 0.0776 Eh/bohr

```
14
Properties=species:S:1:pos:R:3:nbo_charge:R:1
S -1.848 -0.811 -0.167 1.326
O -1.481 0.543 0.241 -0.923
O -3.238 -0.669 -1.076 -0.934
N 0.791 -1.960 0.651 -0.611
C 1.027 -0.967 0.013 0.371
C 1.610 1.387 0.675 -0.609
C 1.493 0.224 -0.284 -0.395
H 1.079 2.230 0.307 0.222
H 1.260 1.389 1.690 0.227
H 1.693 0.507 -1.280 0.230
H 2.757 1.546 0.667 0.211
H -4.000 -0.193 -0.858 0.512
H -0.929 -1.144 -1.413 0.024
H -0.214 -2.083 0.835 0.348
```

=====

Here is a cluster of 2 separate species, C3H6N2S in total at a distorted geometry from OMol25. Energies are from ωB97M-V/def2-TZVPD.

Computed properties:
Energy above the lowest of the compared OMol25 structures with the same formula, charge and spin: 3.077 eV
Frontier orbital gap: 8.032 eV
Electronic energy: -625.50888 Eh
Maximum force: 0.0793 Eh/bohr

```
12
Properties=species:S:1:pos:R:3:nbo_charge:R:1
S -3.418 -0.848 -0.311 -0.183
N -2.349 0.400 -0.158 -0.520
N 0.458 -0.217 -0.273 -0.391
C -2.421 1.659 0.165 -0.105
C 1.573 -0.481 -0.146 0.341
C 2.903 -1.083 0.095 -0.724
H -1.529 0.034 -0.510 0.435
H -3.199 2.001 0.691 0.181
H 3.295 -0.677 1.037 0.263
H 2.791 -2.028 0.461 0.255
H 3.581 -1.040 -0.893 0.268
H -1.685 2.279 -0.157 0.180
```